(1)
# C2HCeLiO2

A molecular structure, C2HCeLiO2 in a non-equilibrium geometry (the ωB97M-V functional and the def2-TZVPD basis, the OMol25 dataset).

XYZ file:
```
7
Properties=species:S:1:pos:R:3:forces:R:3:lowdin_spin:R:1
O -1.748755 -0.126933 -0.010996 0.5700 1.0594 0.4922 0.00
C -0.866528 0.511665 -0.524952 0.3416 -1.8528 -0.8358 0.00
C 0.267589 0.860449 -1.017672 -0.8061 0.5181 0.0634 0.00
H 0.543719 1.039625 -2.052179 -0.2156 0.2649 0.2497 0.00
Li -0.838990 -1.384651 1.382248 -0.5507 -0.3647 -0.3499 0.00
Ce 1.716508 0.386035 0.863691 0.4381 -1.0428 0.4002 1.03
O 0.926460 -1.286191 1.359860 0.2226 1.4180 -0.0198 -0.02
```
Positions in Å, forces in eV/Å.

## Properties
total charge = +1
largest force on an atom = 2.06 eV/Å
energy = -19312.690 eV
multiplicity = 2
<S²> = 0.751
orbital gap (alpha / beta) = 8.111 / 8.170 eV
E_HOMO (alpha / beta) = -12.91 / -12.94 eV

---

(2)
# C2HCl

A single C2HCl molecule in a non-equilibrium geometry (the ωB97M-V functional and the def2-TZVPD basis, the OMol25 dataset).

XYZ file:
```
4
Properties=species:S:1:pos:R:3:forces:R:3:nbo_charge:R:1
C -0.662293 -0.357217 0.835084 1.6486 -1.3808 1.9145 -0.46
C 0.864557 0.444050 -1.092674 -0.0833 0.4599 -0.7352 -0.19
Cl -0.729957 0.479164 -0.563643 0.5180 0.7924 -1.5828 0.50
H 0.527692 -0.565997 0.821232 -2.0832 0.1286 0.4034 0.15
```
Positions in Å, forces in eV/Å.

## Properties
largest force on an atom = 2.88 eV/Å
energy = -14601.623 eV
orbital gap (alpha / beta) = 6.928 / 7.326 eV
E_HOMO (alpha / beta) = -8.43 / -8.70 eV

---

(3)
# C2HCl2F2NO

A single C2HCl2F2NO molecule in a non-equilibrium geometry (the ωB97M-V functional and the def2-TZVPD basis, the OMol25 dataset).

XYZ file:
```
9
Properties=species:S:1:pos:R:3:forces:R:3:nbo_charge:R:1
O 0.871532 -2.000898 1.552828 3.5466 1.2155 -1.5654 -0.45
C 0.288394 -1.291228 0.797186 2.9536 1.6108 -0.5593 0.56
Cl -1.237737 -1.439383 0.930927 -9.0854 -0.6732 0.3140 0.11
N 0.355538 -0.141388 -0.307231 -2.4067 -0.1355 3.3043 -0.75
C 1.480589 0.453690 -0.678756 4.8197 1.7447 1.3940 0.91
F 1.414211 1.769826 -0.725873 -1.0683 1.4590 0.6419 -0.32
F 1.932807 0.140923 -1.829722 0.7847 -1.8293 -2.7526 -0.29
Cl 3.149716 0.218533 0.446670 -1.9367 -0.2061 -0.6312 -0.24
H -0.425110 0.683384 -0.150582 2.3924 -3.1860 -0.1458 0.46
```
Positions in Å, forces in eV/Å.

## Properties
largest force on an atom = 9.12 eV/Å
SMILES = O=C(Cl)NC(F)(F)Cl
energy = -36104.892 eV
orbital gap = 10.963 eV
E_HOMO = -11.09 eV

---

(4)
# C2HCl2NO3

2 unconnected molecules or ions with the total composition C2HCl2NO3 in a non-equilibrium geometry (the ωB97M-V functional and the def2-TZVPD basis, the OMol25 dataset).

XYZ file:
```
9
Properties=species:S:1:pos:R:3:forces:R:3:lowdin_spin:R:1
C 0.419392 -1.485936 -0.399348 -0.8219 0.2128 2.9752 0.35
C -0.633272 -0.585306 0.203184 1.5534 -1.5200 -0.2821 0.08
N 2.236039 -0.603326 -0.126663 -0.3365 1.9562 -3.1651 0.45
O 0.468077 -2.479564 -0.962723 0.2815 -1.5705 -1.9887 0.28
O 2.148604 0.530265 0.275384 -0.5209 0.5317 1.5758 0.39
O 3.144789 -1.302296 -0.401308 1.1971 -1.8640 0.6775 0.36
Cl -0.546872 -1.197234 1.903784 -0.6529 0.6124 -0.3130 0.03
Cl -2.165267 -0.736338 -0.591794 -0.5968 0.0717 0.0553 0.05
H -0.201286 0.367474 0.098655 -0.1029 1.5697 0.4651 0.00
```
Positions in Å, forces in eV/Å.

## Properties
largest force on an atom = 3.74 eV/Å
energy = -34760.197 eV
multiplicity = 3
<S²> = 2.008
orbital gap (alpha / beta) = 6.403 / 8.727 eV
E_HOMO (alpha / beta) = -6.69 / -11.74 eV

---

(5)
# C2HCl2O2

2 unconnected molecules or ions with the total composition C2HCl2O2 in a non-equilibrium geometry (the ωB97M-V functional and the def2-TZVPD basis, the OMol25 dataset).

XYZ file:
```
7
Properties=species:S:1:pos:R:3:forces:R:3:nbo_charge:R:1
C -2.060896 0.220961 -0.262928 -0.6387 0.4390 1.2498 1.03
C 1.124264 -0.424813 -0.032336 0.4951 -1.4558 -0.7701 -0.60
O -2.398709 0.672028 0.757450 0.3118 0.0104 0.0055 -0.56
O -1.834570 -0.226919 -1.287596 0.3259 -0.4912 -1.3838 -0.48
Cl 2.026887 0.881961 -0.864997 0.1942 1.0118 -0.7507 -0.22
Cl 2.499622 -1.235272 0.955502 -0.1026 -0.3670 0.3491 -0.28
H 0.643404 0.112051 0.734905 -0.5858 0.8528 1.3002 0.11
```
Positions in Å, forces in eV/Å.

## Properties
total charge = -1
largest force on an atom = 1.72 eV/Å
energy = -31230.424 eV
orbital gap = 5.806 eV
E_HOMO = -2.51 eV

---

(6)
# C2HCl4OP

2 unconnected molecules or ions with the total composition C2HCl4OP (the ωB97M-V functional and the def2-TZVPD basis, the OMol25 dataset).

XYZ file:
```
9
Properties=species:S:1:pos:R:3:forces:R:3:nbo_charge:R:1
O -2.322778 2.349938 -0.046503 -0.0716 0.0299 0.0055 -1.03
P -0.899231 2.069994 -0.110387 -0.5441 0.0391 -0.0109 1.65
Cl -0.346220 1.294072 -1.872856 0.2298 0.0732 0.2380 -0.21
Cl -0.298501 0.756778 1.269854 0.1844 0.1623 -0.1786 -0.21
Cl 0.223740 3.703556 0.159792 0.1611 -0.2553 -0.0665 -0.21
C 0.646964 -2.754638 -0.514625 -0.0028 0.1176 0.7217 -0.24
C 1.075891 -2.409866 0.549239 0.0720 -0.0483 -0.4662 -0.13
Cl 1.759962 -1.905713 1.942455 0.1062 0.0129 0.2792 0.13
H 0.160174 -3.104121 -1.376970 -0.1350 -0.1312 -0.5222 0.24
```
Positions in Å, forces in eV/Å.

## Properties
largest force on an atom = 0.73 eV/Å
SMILES = O=P(Cl)(Cl)Cl.C#CCl
energy = -63516.678 eV
orbital gap = 10.266 eV
E_HOMO = -10.39 eV

---

(7)
# C2HClF2O2

A molecular structure, C2HClF2O2 in a non-equilibrium geometry (the ωB97M-V functional and the def2-TZVPD basis, the OMol25 dataset).

XYZ file:
```
8
Properties=species:S:1:pos:R:3:forces:R:3:nbo_charge:R:1
C -3.743628 -0.200869 0.404400 0.8023 2.6978 1.5324 1.03
C 0.401530 0.321328 -0.770306 -0.3855 1.6996 -1.1159 0.17
O -3.525585 0.688176 1.050164 0.1796 4.0626 3.5587 -0.53
O -3.813293 -1.078430 -0.249564 -1.2049 -6.8068 -4.8470 -0.50
F 1.290331 1.114647 -1.400381 -0.4779 -0.5539 0.8249 -0.30
F -2.418969 1.426516 -1.271982 0.5077 0.0702 0.2643 -0.58
Cl -0.828322 1.064403 -0.005766 0.5713 -0.8266 -0.9300 0.51
H 0.241830 -0.575994 -1.363638 0.0073 -0.3430 0.7126 0.20
```
Positions in Å, forces in eV/Å.

## Properties
largest force on an atom = 8.44 eV/Å
energy = -24138.728 eV
orbital gap (alpha / beta) = 8.027 / 9.743 eV
E_HOMO (alpha / beta) = -10.18 / -11.34 eV

---

(8)
# C2HClF2S

A single C2HClF2S molecule in a non-equilibrium geometry (the ωB97M-V functional and the def2-TZVPD basis, the OMol25 dataset).

XYZ file:
```
7
Properties=species:S:1:pos:R:3:forces:R:3:nbo_charge:R:1
F -0.584978 1.237921 1.220951 0.2415 -0.7185 -1.4262 -0.31
C -0.513838 0.271308 0.241503 -1.2616 -0.0957 1.0887 0.61
F -1.175670 -0.817560 0.759063 0.5345 1.1840 -0.0408 -0.32
Cl -1.412237 0.672929 -1.233694 -0.0172 0.6744 0.2084 0.00
C 0.868124 -0.112181 -0.181797 -0.1166 -2.8195 0.2280 -0.40
S 1.091534 -1.699660 -0.368427 0.5187 0.0931 -0.1196 0.18
H 1.727062 0.447242 -0.437599 0.1007 1.6822 0.0616 0.25
```
Positions in Å, forces in eV/Å.

## Properties
largest force on an atom = 2.83 eV/Å
SMILES = FC(F)(Cl)C=S
energy = -30881.519 eV
orbital gap = 8.275 eV
E_HOMO = -9.51 eV

---

(9)
# C2HClF4

A single C2HClF4 molecule in a non-equilibrium geometry (the ωB97M-V functional and the def2-TZVPD basis, the OMol25 dataset).

XYZ file:
```
8
Properties=species:S:1:pos:R:3:forces:R:3:nbo_charge:R:1
F -0.759577 1.505043 -0.448889 0.0353 0.6461 -0.2661 -0.31
C -0.063982 0.711446 0.368911 -0.8951 0.1594 1.3625 0.50
F 1.153727 1.197832 0.595381 0.5593 0.2651 -0.1726 -0.31
C -0.021567 -0.653956 -0.239657 0.9971 -1.5752 -1.6102 0.62
F 0.178351 -1.577101 0.697021 0.1181 -0.1380 0.6913 -0.31
F -1.167824 -0.945665 -0.843209 -0.7313 0.1574 0.1021 -0.30
Cl 1.254334 -0.862663 -1.476371 -0.0549 0.3376 0.2593 -0.04
H -0.573463 0.625064 1.346813 -0.0285 0.1476 -0.3664 0.15
```
Positions in Å, forces in eV/Å.

## Properties
largest force on an atom = 2.46 eV/Å
SMILES = FC(F)C(F)(F)Cl
energy = -25482.517 eV
orbital gap = 12.854 eV
E_HOMO = -12.07 eV

---

(10)
# C2HClFN

A molecular structure, C2HClFN in a non-equilibrium geometry (the ωB97M-V functional and the def2-TZVPD basis, the OMol25 dataset).

XYZ file:
```
6
Properties=species:S:1:pos:R:3:forces:R:3:nbo_charge:R:1
C -0.529451 -0.484297 -0.681972 -2.4195 -5.1249 3.1135 -0.30
C 0.607742 0.005350 0.084614 1.8516 1.2771 -0.7436 0.25
N -1.821139 -1.320127 0.349153 3.5397 2.5790 -2.5436 -0.12
F 0.749027 0.210797 1.410410 -0.1010 -0.9459 -1.0395 -0.29
Cl -0.565730 1.260520 -0.637206 -1.3733 3.4218 -0.4313 0.25
H 1.559550 0.327757 -0.524998 -1.4975 -1.2070 1.6445 0.21
```
Positions in Å, forces in eV/Å.

## Properties
largest force on an atom = 6.47 eV/Å
energy = -18810.457 eV
orbital gap (alpha / beta) = 8.145 / 8.130 eV
E_HOMO (alpha / beta) = -8.86 / -8.93 eV

---

(11)
# C2HClN2

2 unconnected molecules or ions with the total composition C2HClN2 in a non-equilibrium geometry (the ωB97M-V functional and the def2-TZVPD basis, the OMol25 dataset).

XYZ file:
```
6
Properties=species:S:1:pos:R:3:forces:R:3:nbo_charge:R:1
C -2.167983 0.805721 0.539196 0.4654 -0.4026 -0.1769 0.30
C 1.607737 -0.049276 -0.262243 -0.1178 -1.3237 -0.9358 0.11
N -1.537135 -0.106109 0.171736 -2.8023 5.4870 2.1360 -0.72
N 1.473164 -0.980447 -0.896175 -0.4110 -1.8437 -1.1529 -0.32
Cl 1.829007 1.228230 0.572733 0.5036 3.1888 2.1162 0.22
H -1.204791 -0.898119 -0.125248 2.3621 -5.1059 -1.9866 0.42
```
Positions in Å, forces in eV/Å.

## Properties
largest force on an atom = 6.52 eV/Å
energy = -17590.085 eV
orbital gap = 12.358 eV
E_HOMO = -11.83 eV

---

(12)
# C2HClN2

2 unconnected molecules or ions with the total composition C2HClN2 in a non-equilibrium geometry (the ωB97M-V functional and the def2-TZVPD basis, the OMol25 dataset).

XYZ file:
```
6
Properties=species:S:1:pos:R:3:forces:R:3:nbo_charge:R:1
C -1.860662 1.103790 0.643926 -0.1437 0.6619 0.2124 0.28
C 1.717290 -0.171236 -0.408268 -0.1888 1.7816 1.1692 0.17
N -1.702487 0.005898 0.311772 0.5410 -4.4087 -1.3808 -0.76
N 1.957399 -1.073928 -1.066185 0.0136 -0.7564 -0.4699 -0.32
Cl 1.444571 1.179378 0.536199 0.2871 -0.9615 -0.6704 0.15
H -1.556109 -1.043904 -0.017444 -0.5092 3.6830 1.1395 0.49
```
Positions in Å, forces in eV/Å.

## Properties
largest force on an atom = 4.65 eV/Å
energy = -17590.166 eV
orbital gap = 12.199 eV
E_HOMO = -11.71 eV

---

What is the largest force on an atom in the fourth record? 3.74 eV/Å